A | Entry from the Open Molecules 2025 dataset: the molecule C5H10BN (ωB97M-V/def2-TZVPD).

Element x y z (Å)
C: -1.54 -1.24 0.00
B: -0.09 -0.63 -0.02
C: 1.33 -1.36 -0.01
C: 2.27 -0.19 0.00
C: 1.59 0.95 0.00
N: 0.20 0.75 -0.01
C: -0.70 1.87 -0.01
H: -1.91 -1.33 1.02
H: -1.58 -2.23 -0.44
H: -2.26 -0.61 -0.53
H: 1.50 -2.00 0.86
H: 1.51 -1.99 -0.88
H: 3.34 -0.29 0.01
H: 1.97 1.95 0.01
H: -0.14 2.81 -0.04
H: -1.36 1.83 -0.88
H: -1.32 1.87 0.89

Computed properties:
Charge: 0
Structure (SMILES): CB1CC=CN1C

***

B | Entry from the Open Molecules 2025 dataset: the molecule C5H10BN (ωB97M-V/def2-TZVPD).

Element x y z (Å)
N: -3.01 0.62 -0.54
B: -1.92 -0.05 0.01
C: -1.11 -1.35 0.45
C: -0.38 -0.09 0.74
C: 0.71 0.50 -0.09
C: 2.13 0.66 0.41
C: 1.81 -0.25 -0.82
H: -3.70 0.07 -0.96
H: -3.06 1.68 -0.57
H: -1.44 -1.97 1.42
H: -0.65 -2.08 -0.21
H: -0.23 0.17 1.75
H: 0.34 1.40 -0.53
H: 2.45 0.07 1.25
H: 2.71 1.50 0.22
H: 2.08 0.07 -1.91
H: 1.71 -1.39 -0.66

Computed properties:
Charge: 0
Structure (SMILES): NB1C[C@H]1C1CC1

***

The data favor A; the next most stable structure lies 66.2 kcal/mol above it.

***

A | Entry from the Open Molecules 2025 dataset: the molecule C5H11B (ωB97M-V/def2-TZVPD).

Element x y z (Å)
C: 2.12 1.07 1.26
C: 1.87 0.23 0.25
B: 0.42 -0.21 -0.07
C: 0.00 -2.00 0.18
C: -0.67 0.84 -0.62
C: -2.12 0.41 -0.71
H: 3.21 1.31 1.50
H: 1.29 1.57 1.81
H: 2.67 -0.28 -0.41
H: -0.54 -2.01 1.12
H: 0.84 -2.59 0.09
H: -0.73 -2.06 -0.63
H: -0.38 0.96 -1.64
H: -0.59 1.74 0.02
H: -2.26 -0.32 -1.45
H: -2.47 0.04 0.23
H: -2.68 1.30 -0.93

Computed properties:
Charge: 0
Structure (SMILES): C=CB(C)CC

***

B | Entry from the Open Molecules 2025 dataset: a 2-piece molecular cluster, C5H11B overall (ωB97M-V/def2-TZVPD).

Element x y z (Å)
B: 0.15 -0.23 -0.39
C: 1.37 -2.47 -0.05
C: 0.43 -1.69 -0.60
C: -0.43 -0.17 2.22
C: -0.74 2.24 -0.71
C: -0.08 1.00 -1.31
H: 1.42 -3.53 -0.23
H: 2.14 -2.07 0.59
H: -0.31 -2.20 -1.22
H: -0.03 0.78 2.51
H: 0.11 -1.04 2.54
H: -1.50 -0.24 2.22
H: -0.13 2.65 0.09
H: -0.88 3.01 -1.47
H: -1.72 1.99 -0.30
H: -0.69 0.66 -2.16
H: 0.88 1.30 -1.76

Computed properties:
Charge: 0

***

The data favor A; the next most stable structure lies 52.0 kcal/mol above it.

***

A | Entry from the Open Molecules 2025 dataset: C29H44BaNOSi2 as an isolated structure (ωB97M-V/def2-TZVPD).

Element x y z (Å)
C: -1.12 2.20 0.20
C: -1.32 1.85 -1.16
C: -2.08 0.64 -1.20
H: -0.94 2.40 -2.03
C: -2.40 0.26 0.15
C: -1.79 1.24 1.02
H: -2.69 -0.76 0.45
C: 2.76 0.58 -0.67
C: 1.97 1.42 -1.53
C: 1.35 0.60 -2.50
H: 1.84 2.50 -1.45
C: 1.72 -0.75 -2.23
C: 2.64 -0.77 -1.11
H: -2.33 0.09 -2.11
H: -1.52 1.05 2.09
H: -0.45 3.00 0.54
H: 2.75 -1.68 -0.45
H: 0.66 0.92 -3.30
H: 3.16 0.91 0.30
Ba: 0.30 -0.63 0.45
C: 1.14 -1.99 -2.90
C: 2.32 -2.96 -2.99
C: 0.61 -1.62 -4.30
H: 3.15 -2.42 -3.48
H: 2.05 -3.85 -3.57
H: 2.64 -3.27 -1.98
H: 1.42 -1.13 -4.85
H: -0.26 -0.94 -4.23
H: 0.30 -2.53 -4.83
C: -0.04 -2.63 -2.07
C: -0.57 -3.99 -2.59
H: -0.91 -1.94 -2.08
H: 0.27 -2.83 -1.01
O: 0.02 -4.75 -3.36
N: -1.82 -4.33 -2.12
C: -2.72 -3.51 -1.32
H: -2.18 -5.21 -2.47
C: -3.58 -2.56 -2.14
C: -4.55 -1.80 -1.47
H: -4.64 -1.91 -0.38
C: -5.37 -0.91 -2.18
H: -6.12 -0.33 -1.64
C: -5.22 -0.78 -3.57
H: -5.86 -0.09 -4.12
C: -4.25 -1.54 -4.24
H: -4.12 -1.45 -5.33
C: -3.43 -2.43 -3.53
H: -2.68 -3.04 -4.06
H: -2.14 -2.92 -0.58
H: -3.37 -4.18 -0.74
C: 1.52 0.08 5.06
Si: 2.26 0.60 3.42
C: 3.93 1.42 3.69
C: 2.65 -1.04 2.58
C: 1.20 1.75 2.43
Si: 0.79 3.40 3.16
C: 2.01 4.61 2.40
C: -0.94 4.09 2.96
C: 1.03 3.49 5.02
H: 2.20 -0.62 5.57
H: 0.57 -0.44 4.89
H: 1.33 0.93 5.73
H: 4.60 0.77 4.27
H: 4.42 1.62 2.72
H: 3.85 2.37 4.23
H: 1.73 -1.61 2.34
H: 3.26 -0.93 1.67
H: 3.23 -1.68 3.27
H: 1.70 2.03 1.47
H: 1.86 4.69 1.31
H: 1.86 5.62 2.83
H: 3.05 4.32 2.58
H: -1.67 3.40 3.38
H: -1.01 5.03 3.53
H: -1.22 4.31 1.92
H: 0.28 2.87 5.53
H: 2.03 3.18 5.35
H: 0.88 4.53 5.35

Computed properties:
Charge: -1

***

B | Entry from the Open Molecules 2025 dataset: C29H44BaNOSi2 as an isolated structure (ωB97M-V/def2-TZVPD).

Element x y z (Å)
C: 2.18 -0.34 0.83
C: 2.21 -1.06 -0.43
C: 1.85 -0.15 -1.49
H: 2.43 -2.08 -0.54
C: 1.62 1.16 -0.89
C: 1.83 1.04 0.54
H: 1.24 2.00 -1.38
C: -1.38 -1.98 1.21
C: -0.24 -2.70 0.69
C: -0.34 -2.70 -0.75
H: 0.54 -3.10 1.26
C: -1.54 -1.98 -1.16
C: -2.18 -1.53 0.08
H: 1.75 -0.37 -2.51
H: 1.61 1.78 1.25
H: 2.35 -0.74 1.78
H: -3.01 -0.89 0.15
H: 0.36 -3.12 -1.41
H: -1.56 -1.73 2.22
Ba: -0.17 -0.25 -0.02
C: -2.03 -1.74 -2.52
C: -3.53 -2.00 -2.50
C: -1.34 -2.68 -3.50
H: -3.73 -3.02 -2.15
H: -3.96 -1.89 -3.50
H: -4.05 -1.31 -1.84
H: -1.54 -3.72 -3.24
H: -0.26 -2.52 -3.52
H: -1.73 -2.51 -4.51
C: -1.73 -0.27 -2.90
C: -2.27 0.25 -4.22
H: -0.64 -0.13 -2.92
H: -2.09 0.39 -2.11
O: -3.18 -0.27 -4.87
N: -1.67 1.39 -4.67
C: -0.48 2.02 -4.14
H: -1.99 1.69 -5.58
C: 0.84 1.45 -4.60
C: 2.02 2.07 -4.20
H: 1.97 2.94 -3.56
C: 3.25 1.58 -4.61
H: 4.16 2.08 -4.29
C: 3.32 0.44 -5.41
H: 4.28 0.06 -5.73
C: 2.15 -0.19 -5.80
H: 2.19 -1.07 -6.43
C: 0.91 0.31 -5.40
H: 0.00 -0.19 -5.72
H: -0.51 2.00 -3.04
H: -0.52 3.08 -4.41
C: -1.30 2.86 4.24
Si: -1.39 1.05 3.77
C: -1.98 0.01 5.22
C: -2.76 1.01 2.49
C: 0.25 0.38 3.11
Si: 1.66 0.32 4.40
C: 1.71 -1.41 5.13
C: 3.39 0.76 3.79
C: 1.47 1.52 5.83
H: -2.30 3.20 4.56
H: -0.98 3.45 3.36
H: -0.61 3.04 5.08
H: -2.95 0.40 5.58
H: -2.12 -1.03 4.88
H: -1.26 0.03 6.04
H: -2.45 1.55 1.59
H: -3.03 -0.03 2.26
H: -3.66 1.49 2.92
H: 0.17 -0.72 2.98
H: 1.92 -2.13 4.33
H: 2.50 -1.46 5.90
H: 0.73 -1.64 5.59
H: 3.37 1.77 3.34
H: 4.07 0.77 4.65
H: 3.80 0.04 3.06
H: 1.54 2.56 5.45
H: 0.52 1.37 6.36
H: 2.30 1.36 6.54

Computed properties:
Charge: -1

***

The data favor A; the next most stable structure lies 85.1 kcal/mol above it.

***

A | Entry from the Open Molecules 2025 dataset: a 2-piece molecular cluster, ClHNO3P overall (ωB97M-V/def2-TZVPD).

Element x y z (Å)
N: 2.23 -0.83 -0.09
O: -1.90 -0.73 1.09
O: -2.02 -0.36 -1.44
O: -1.47 1.65 0.15
P: -1.75 0.20 -0.08
Cl: 3.51 0.25 -0.02
H: 1.40 -0.19 0.39

Computed properties:
Charge: -2

***

B | Entry from the Open Molecules 2025 dataset: a 2-piece molecular cluster, ClHNO3P overall (ωB97M-V/def2-TZVPD).

Element x y z (Å)
N: -0.99 -0.52 -1.52
O: 1.74 -1.00 0.95
O: 0.05 0.72 1.84
O: 1.63 1.34 -0.08
P: 1.01 0.29 0.79
Cl: -2.43 -1.26 -0.88
H: -1.02 0.43 -1.11

Computed properties:
Charge: -2

***

The data favor B; the next most stable structure lies 3.6 kcal/mol above it.

***

A | Entry from the Open Molecules 2025 dataset: H5N3S as an isolated structure (ωB97M-V/def2-TZVPD).

Element x y z (Å)
N: 0.95 0.33 -1.11
N: -0.15 0.74 1.35
N: -0.17 0.03 -0.43
S: -0.55 -1.63 -0.30
H: 1.16 1.40 -0.86
H: 1.79 -0.24 -0.97
H: -1.24 1.03 1.42
H: -0.11 -0.05 1.92
H: -1.67 -1.61 -1.01

Computed properties:
Charge: 0

***

B | Entry from the Open Molecules 2025 dataset: a 2-piece molecular cluster, H5N3S overall (ωB97M-V/def2-TZVPD).

Element x y z (Å)
N: -1.40 -0.86 0.23
N: 1.88 0.49 0.41
N: -0.38 0.02 0.03
S: 0.98 -0.63 -0.51
H: -1.69 -1.65 -0.44
H: -2.20 -0.52 0.82
H: 2.66 1.00 -0.04
H: 1.13 1.09 0.83
H: -0.97 1.06 -1.33

Computed properties:
Charge: 0

***

The data favor A; the next most stable structure lies 28.8 kcal/mol above it.

***

A | Entry from the Open Molecules 2025 dataset: C53H53BrClN2O4P2Si2Sn as an isolated structure (ωB97M-V/def2-TZVPD).

Element x y z (Å)
Sn: -0.83 1.34 -0.97
C: -2.76 3.28 1.18
Si: -1.25 2.23 1.42
C: -1.70 1.00 2.78
C: -2.05 1.69 3.95
C: -2.58 1.05 5.05
C: -2.81 -0.32 4.99
C: -2.48 -1.02 3.84
C: -1.89 -0.40 2.74
P: -1.45 -1.43 1.28
C: -2.99 -2.44 1.16
C: -4.23 -1.81 1.24
C: -5.41 -2.53 1.07
C: -5.36 -3.89 0.80
C: -4.12 -4.53 0.70
C: -2.95 -3.80 0.87
C: -0.29 -2.75 1.82
C: 0.56 -3.22 0.82
C: 1.40 -4.29 1.05
C: 1.42 -4.91 2.29
C: 0.58 -4.44 3.30
C: -0.27 -3.37 3.06
C: 0.26 3.33 1.68
C: -0.08 4.69 1.67
C: 0.87 5.69 1.78
C: 2.20 5.34 1.92
C: 2.56 4.01 1.96
C: 1.62 2.99 1.86
P: 2.16 1.24 1.98
C: 1.94 1.01 3.79
C: 2.31 -0.22 4.35
C: 2.22 -0.42 5.72
C: 1.74 0.59 6.55
C: 1.36 1.80 6.00
C: 1.47 2.01 4.63
C: 4.00 1.37 1.88
C: 4.61 1.23 0.63
C: 5.99 1.30 0.50
C: 6.79 1.51 1.61
C: 6.20 1.67 2.86
C: 4.82 1.59 2.99
H: -3.04 3.76 2.12
H: -2.60 4.05 0.42
H: -3.59 2.65 0.86
H: -1.91 2.77 3.99
H: -2.84 1.61 5.94
H: -3.26 -0.83 5.83
H: -2.72 -2.07 3.79
H: -4.29 -0.75 1.45
H: -6.36 -2.03 1.14
H: -6.27 -4.46 0.68
H: -4.07 -5.59 0.50
H: -1.99 -4.31 0.80
H: 0.54 -2.74 -0.15
H: 2.04 -4.66 0.26
H: 2.07 -5.75 2.48
H: 0.58 -4.92 4.27
H: -0.91 -3.02 3.87
H: -1.11 4.98 1.53
H: 0.58 6.73 1.75
H: 2.96 6.11 2.02
H: 3.61 3.76 2.09
H: 2.70 -1.00 3.72
H: 2.52 -1.37 6.14
H: 1.67 0.43 7.62
H: 0.99 2.60 6.64
H: 1.19 2.97 4.22
H: 4.01 1.07 -0.25
H: 6.44 1.19 -0.48
H: 7.87 1.56 1.51
H: 6.81 1.85 3.73
H: 4.37 1.73 3.97
Br: -1.27 3.60 -2.06
O: -4.63 -0.65 -2.33
Cl: -4.04 0.58 -1.84
O: -3.70 1.43 -2.94
O: -4.91 1.20 -0.90
O: -2.79 0.15 -1.13
N: -3.72 -2.31 -4.24
C: -3.23 -1.52 -5.41
C: -2.12 -0.58 -4.96
N: -1.03 -1.25 -4.27
C: -1.51 -2.12 -3.19
C: -2.60 -3.09 -3.62
H: -4.49 -2.92 -4.51
H: -4.09 -1.66 -3.52
H: -4.07 -0.97 -5.84
H: -2.87 -2.24 -6.15
H: -2.56 0.17 -4.29
H: -1.74 -0.05 -5.82
H: -0.46 -1.77 -4.92
H: -1.89 -1.49 -2.38
H: -0.67 -2.69 -2.79
H: -3.00 -3.64 -2.77
H: -2.24 -3.79 -4.37
C: 1.02 3.73 -6.30
C: 0.47 2.46 -6.40
C: 0.50 1.61 -5.31
C: 1.08 2.01 -4.10
C: 1.61 3.30 -4.02
C: 1.58 4.15 -5.11
Si: 1.19 0.95 -2.60
C: 1.98 -0.71 -2.83
C: 2.02 -1.35 -4.08
C: 2.75 -2.51 -4.26
C: 3.48 -3.04 -3.21
C: 3.46 -2.42 -1.97
C: 2.70 -1.27 -1.77
H: 0.99 4.40 -7.16
H: 0.02 2.13 -7.33
H: 0.06 0.62 -5.40
H: 2.05 3.65 -3.08
H: 2.00 5.15 -5.03
H: 1.99 1.70 -1.60
H: 1.49 -0.92 -4.92
H: 2.78 -2.99 -5.23
H: 4.08 -3.93 -3.36
H: 4.05 -2.82 -1.15
H: 2.69 -0.80 -0.80

Computed properties:
Charge: +1

***

B | Entry from the Open Molecules 2025 dataset: C53H53BrClN2O4P2Si2Sn as an isolated structure (ωB97M-V/def2-TZVPD).

Element x y z (Å)
Sn: 1.09 -1.56 0.35
C: -0.52 -3.79 2.80
Si: -1.17 -2.52 1.51
C: -2.28 -1.32 2.49
C: -3.37 -1.93 3.10
C: -4.18 -1.24 3.97
C: -3.88 0.07 4.30
C: -2.79 0.69 3.72
C: -2.01 0.02 2.78
P: -0.56 0.82 1.97
C: 0.18 1.61 3.44
C: 0.30 0.88 4.62
C: 0.91 1.43 5.72
C: 1.43 2.72 5.66
C: 1.35 3.44 4.48
C: 0.73 2.89 3.37
C: -1.21 2.34 1.16
C: -0.49 2.72 0.03
C: -0.80 3.90 -0.64
C: -1.83 4.69 -0.18
C: -2.56 4.31 0.94
C: -2.25 3.14 1.60
C: -2.01 -3.35 0.00
C: -2.18 -4.73 0.04
C: -2.80 -5.40 -1.00
C: -3.26 -4.70 -2.10
C: -3.09 -3.33 -2.16
C: -2.47 -2.65 -1.12
P: -2.19 -0.84 -1.21
C: -3.64 -0.21 -0.28
C: -3.82 1.17 -0.27
C: -4.88 1.73 0.40
C: -5.78 0.92 1.08
C: -5.61 -0.46 1.07
C: -4.54 -1.02 0.39
C: -2.84 -0.47 -2.91
C: -1.95 -0.48 -3.98
C: -2.39 -0.15 -5.25
C: -3.71 0.18 -5.47
C: -4.60 0.17 -4.42
C: -4.17 -0.16 -3.14
H: -1.34 -4.28 3.33
H: 0.10 -4.56 2.35
H: 0.08 -3.28 3.55
H: -3.59 -2.97 2.88
H: -5.03 -1.72 4.42
H: -4.48 0.61 5.02
H: -2.52 1.68 4.03
H: -0.09 -0.13 4.66
H: 1.00 0.86 6.63
H: 1.90 3.15 6.53
H: 1.75 4.44 4.42
H: 0.66 3.45 2.45
H: 0.32 2.09 -0.33
H: -0.23 4.19 -1.51
H: -2.08 5.61 -0.70
H: -3.36 4.94 1.30
H: -2.83 2.86 2.46
H: -1.83 -5.30 0.89
H: -2.92 -6.48 -0.95
H: -3.77 -5.22 -2.90
H: -3.45 -2.79 -3.02
H: -3.13 1.80 -0.82
H: -5.02 2.80 0.39
H: -6.62 1.36 1.60
H: -6.30 -1.09 1.59
H: -4.42 -2.10 0.38
H: -0.92 -0.76 -3.82
H: -1.69 -0.16 -6.08
H: -4.04 0.46 -6.47
H: -5.65 0.40 -4.58
H: -4.88 -0.18 -2.33
Br: 2.11 -3.88 0.12
O: 3.83 0.13 3.66
Cl: 2.96 -0.95 3.27
O: 3.70 -1.83 2.45
O: 2.38 -1.58 4.35
O: 1.95 -0.37 2.43
N: 5.39 1.60 2.09
C: 5.90 0.78 0.97
C: 4.70 0.17 0.23
N: 3.74 1.15 -0.24
C: 3.34 2.06 0.81
C: 4.52 2.69 1.57
H: 6.16 1.99 2.64
H: 4.80 0.99 2.74
H: 6.54 -0.01 1.35
H: 6.48 1.43 0.30
H: 4.20 -0.53 0.91
H: 5.07 -0.42 -0.61
H: 4.11 1.66 -1.03
H: 2.72 1.51 1.53
H: 2.73 2.86 0.38
H: 4.15 3.29 2.39
H: 5.11 3.32 0.89
C: 4.83 -4.07 -4.15
C: 5.33 -2.91 -3.60
C: 4.47 -2.00 -3.02
C: 3.10 -2.22 -2.98
C: 2.61 -3.41 -3.52
C: 3.47 -4.33 -4.10
Si: 1.86 -1.02 -2.21
C: 1.87 0.74 -2.90
C: 3.03 1.29 -3.44
C: 2.99 2.51 -4.10
C: 1.78 3.18 -4.24
C: 0.63 2.64 -3.69
C: 0.68 1.44 -3.00
H: 5.50 -4.78 -4.61
H: 6.39 -2.72 -3.62
H: 4.89 -1.09 -2.59
H: 1.55 -3.61 -3.48
H: 3.07 -5.24 -4.52
H: 0.52 -1.60 -2.56
H: 3.96 0.75 -3.38
H: 3.89 2.92 -4.52
H: 1.75 4.11 -4.79
H: -0.31 3.16 -3.80
H: -0.22 1.04 -2.57

Computed properties:
Charge: +1

***

The data favor A; the next most stable structure lies 12.5 kcal/mol above it.